49
Properties=species:S:1:pos:R:3 method="wB97M-V/def2-TZVPD" de_lowest_kcal_mol=4.2 smiles="Cn1c(SCC(=O)NCCc2ccc(S(N)(=O)=O)cc2)nc2ccccc2c1=O" spin_multiplicity=1 largest_force_ha_per_bohr=0.019 orbital_gap_ev=8.80
C -1.255 -2.532 -2.437
N -0.892 -1.189 -2.045
C 0.384 -0.881 -1.711
S 1.528 -2.211 -1.767
C 3.128 -1.339 -1.728
C 3.602 -1.055 -0.309
O 4.289 -1.838 0.313
N 3.218 0.148 0.154
C 3.520 0.551 1.511
C 2.322 1.205 2.203
C 1.014 0.503 1.964
C -0.154 1.258 1.903
C -1.370 0.659 1.632
C -1.409 -0.701 1.410
S -2.963 -1.465 1.019
N -3.457 -1.983 2.544
O -3.885 -0.465 0.574
O -2.719 -2.633 0.223
C -0.272 -1.476 1.491
C 0.941 -0.875 1.780
N 0.818 0.293 -1.391
C -0.090 1.316 -1.321
C 0.341 2.594 -0.949
C -0.571 3.617 -0.831
C -1.925 3.398 -1.079
C -2.361 2.152 -1.471
C -1.449 1.105 -1.602
C -1.898 -0.205 -2.060
O -3.005 -0.463 -2.471
H -2.284 -2.491 -2.791
H -0.594 -2.888 -3.227
H -1.209 -3.200 -1.578
H 3.824 -2.029 -2.203
H 3.016 -0.428 -2.312
H 2.482 0.631 -0.354
H 3.852 -0.345 2.044
H 4.357 1.259 1.503
H 2.224 2.237 1.858
H 2.525 1.241 3.277
H -0.107 2.326 2.057
H -2.283 1.227 1.556
H -4.316 -1.538 2.823
H -3.532 -2.986 2.590
H -0.346 -2.537 1.311
H 1.829 -1.484 1.845
H 1.392 2.758 -0.759
H -0.235 4.602 -0.541
H -2.628 4.210 -0.971
H -3.400 1.947 -1.679